Entry from OMol25: a structure of composition C40H38GeI2IrN4SSi at a distorted geometry (ωB97M-V/def2-TZVPD).

The geometry in XYZ format:
```
88
Properties=species:S:1:pos:R:3:forces:R:3
Ir 0.4358 -1.2418 -0.9281 -1.79 0.47 2.63
N -3.2930 -0.9442 -2.8979 0.40 -0.10 -0.37
C -4.3938 -0.9732 -2.0488 -0.47 -0.01 0.36
C -5.6671 -0.7332 -2.5500 0.15 0.02 -0.12
C -6.7769 -0.7677 -1.7183 -0.01 -0.02 0.10
C -6.6219 -1.0341 -0.3684 -0.06 0.00 0.00
C -5.3527 -1.2728 0.1416 0.13 0.00 -0.01
C -4.2476 -1.2517 -0.6913 0.14 0.05 -0.25
S -2.6596 -1.5873 0.0011 0.13 -0.18 0.30
N -1.5975 -1.3821 -1.3067 0.39 0.58 -1.33
C -1.9722 -1.1067 -2.5249 -0.97 -0.37 1.27
C -0.9376 -0.9509 -3.5073 1.05 0.12 -1.13
C -1.1587 -0.6497 -4.8599 -0.31 -0.06 0.61
C -0.0933 -0.4844 -5.7109 0.43 0.03 -0.20
C 1.2020 -0.6399 -5.2174 -0.49 0.05 0.00
C 1.3555 -0.9511 -3.8844 0.50 0.13 -0.10
N 0.3326 -1.0993 -3.0404 -0.52 -0.34 0.18
H -3.4765 -0.7446 -3.8618 -0.03 0.00 -0.03
H -5.7853 -0.5203 -3.6074 -0.01 0.00 0.01
H -7.7616 -0.5884 -2.1288 0.01 0.02 -0.02
H -7.4804 -1.0588 0.2890 0.00 0.00 0.00
H -5.2038 -1.4827 1.1947 -0.06 0.01 0.01
H -2.1657 -0.5331 -5.2366 0.02 0.02 -0.06
H -0.2541 -0.2300 -6.7502 -0.05 -0.03 0.00
H 2.0662 -0.5161 -5.8530 0.04 -0.03 0.02
H 2.3413 -1.0821 -3.4550 -0.10 0.02 0.09
I 1.1109 -2.3117 2.2850 -0.37 -0.46 -0.33
I 2.5925 -4.4040 4.1587 0.31 -0.31 0.39
C 0.0786 -1.0412 0.9544 2.22 -0.22 -1.57
Ge -0.4174 0.4534 2.0714 -0.69 0.81 0.42
C -1.6608 -0.0305 3.5550 0.18 0.05 -0.37
C -1.2777 -0.7895 4.6613 0.02 -0.03 0.04
C -2.1612 -1.0240 5.7065 0.01 0.00 0.00
C -3.4497 -0.5137 5.6601 -0.03 -0.05 0.02
C -3.8586 0.2158 4.5532 -0.04 -0.03 0.05
C -2.9705 0.4511 3.5126 0.01 -0.01 -0.04
C 1.1855 1.3266 2.8380 -0.14 -0.24 -0.33
C 1.9105 2.1804 2.0090 -0.14 0.00 -0.09
C 3.0622 2.8060 2.4606 0.06 0.08 0.02
C 3.5076 2.5843 3.7559 0.01 -0.07 -0.03
C 2.7915 1.7406 4.5934 0.00 0.06 0.04
C 1.6410 1.1148 4.1353 -0.10 0.00 0.05
C -1.3687 1.9028 1.1129 0.08 -0.14 0.16
C -1.7440 1.8259 -0.2238 0.03 -0.02 -0.05
C -2.4949 2.8330 -0.8166 -0.01 0.05 -0.02
C -2.8674 3.9470 -0.0786 -0.06 0.01 -0.02
C -2.4835 4.0504 1.2518 0.02 0.01 0.04
C -1.7428 3.0343 1.8380 0.06 0.03 -0.02
H -0.2898 -1.2277 4.7107 0.01 0.01 0.00
H -1.8356 -1.6105 6.5568 -0.01 -0.01 -0.01
H -4.1350 -0.6981 6.4789 -0.01 0.02 -0.01
H -4.8695 0.6045 4.5073 0.01 0.01 -0.04
H -3.3001 1.0226 2.6526 -0.04 0.03 0.03
H 1.5750 2.3534 0.9917 0.05 0.02 0.04
H 3.6112 3.4669 1.8006 0.01 -0.05 -0.04
H 4.4202 3.0522 4.1046 -0.03 0.03 0.02
H 3.1254 1.5678 5.6091 0.03 -0.03 -0.02
H 1.0985 0.4632 4.8066 0.01 -0.05 0.00
H -1.4243 0.9721 -0.8092 0.00 0.01 -0.01
H -2.7936 2.7476 -1.8556 0.03 0.01 -0.01
H -3.4583 4.7309 -0.5373 0.01 0.01 0.00
H -2.7641 4.9185 1.8364 0.00 0.01 -0.02
H -1.4500 3.1188 2.8801 -0.03 0.02 0.00
C 2.2408 -3.8546 -1.6853 0.21 0.07 0.19
Si 3.4185 -2.4703 -1.1315 -0.12 -0.25 0.09
C 4.4058 -3.0266 0.3737 -0.14 0.02 -0.18
C 4.6705 -2.2307 -2.5554 -0.11 0.03 0.09
N 2.4594 -1.0155 -0.8930 -0.03 0.07 -0.63
C 3.0030 0.2410 -1.0949 0.01 0.05 0.30
C 2.2117 1.3703 -1.4108 0.05 -0.13 -0.15
C 2.7805 2.5957 -1.7144 0.11 -0.03 0.04
C 4.1588 2.7681 -1.6911 -0.03 0.14 -0.02
C 4.9514 1.6973 -1.3000 0.05 -0.04 0.01
C 4.3925 0.4708 -0.9909 -0.07 -0.03 -0.01
H 2.6471 -4.8362 -1.4221 0.10 0.05 -0.04
H 2.0804 -3.8355 -2.7673 -0.02 0.06 0.00
H 1.2681 -3.7668 -1.1974 0.01 -0.01 0.04
H 5.2531 -3.6462 0.0635 -0.01 0.01 -0.04
H 3.8021 -3.6203 1.0622 -0.04 0.05 0.06
H 4.7989 -2.1795 0.9399 -0.02 0.02 -0.01
H 4.6245 -3.0696 -3.2550 -0.03 -0.04 0.04
H 5.6918 -2.1761 -2.1732 0.01 0.04 -0.03
H 4.4840 -1.3116 -3.1155 0.06 0.01 -0.02
H 1.1344 1.2564 -1.4318 -0.02 -0.04 0.00
H 2.1365 3.4299 -1.9709 -0.02 -0.02 0.00
H 4.6034 3.7171 -1.9646 0.00 0.00 0.07
H 6.0262 1.8222 -1.2286 0.00 -0.02 0.01
H 5.0299 -0.3370 -0.6518 0.04 0.04 -0.03
```
Forces are in eV/Å.

The gap between HOMO and LUMO comes out at 4.671 eV. As for the largest force on an atom: 3.21 eV/A. As for the lowest unoccupied orbital energy: 0.0325 hartree. As for the energy above the lowest of the compared OMol25 structures with the same formula, charge and spin: 118.8 kJ/mol. As for the total energy: -5230.4994 a.u. Its charge is -1. As for the HOMO energy: -3.786 eV.

=====

Entry from OMol25: a structure of composition C40H39BBrFeN9O3PSe2 (ωB97M-V/def2-TZVPD).

The geometry in XYZ format:
```
97
Properties=species:S:1:pos:R:3:forces:R:3
Fe 0.0613 0.3663 0.0032 0.17 -0.25 0.25
C -1.3296 3.4529 -1.7053 0.02 -0.05 -0.12
C -2.2711 2.3284 -1.4363 0.02 -0.24 0.05
C -3.5408 2.1557 -2.0010 -0.05 0.04 -0.03
C -4.0297 1.0051 -1.4297 -0.05 -0.03 -0.01
N -3.1188 0.5468 -0.5565 0.17 -0.07 0.08
N -2.0115 1.3307 -0.5847 -0.26 0.45 -0.10
B -3.0512 -0.7769 0.2488 -0.09 -0.01 -0.14
N -2.4130 -0.4912 1.6280 0.09 0.04 -0.03
C -2.9770 -0.6698 2.8331 -0.07 0.04 -0.01
C -2.0890 -0.2423 3.7924 0.01 0.01 0.02
C -0.9608 0.1891 3.0814 0.04 0.00 0.00
C 0.3055 0.7353 3.6565 0.00 0.02 -0.02
N -1.1734 0.0350 1.7728 -0.19 -0.14 0.21
N -2.1713 -1.7393 -0.5687 0.06 0.00 0.22
C -2.4970 -2.8149 -1.2975 -0.03 -0.05 -0.07
C -1.3887 -3.1994 -2.0177 0.02 -0.01 0.01
C -0.3872 -2.2828 -1.6715 -0.01 0.08 0.01
C 1.0106 -2.2294 -2.1896 -0.01 0.00 0.01
N -0.8760 -1.4037 -0.7940 -0.16 -0.19 -0.20
N -4.4419 -1.3451 0.4997 0.04 -0.11 -0.10
C -5.6205 -0.6999 0.6671 0.01 0.06 0.11
C -6.5401 -1.6057 1.1297 0.02 0.00 0.01
C -5.8210 -2.8148 1.2366 -0.01 -0.09 0.06
C -6.3110 -4.1471 1.7092 0.02 0.02 -0.01
N -4.5618 -2.6486 0.8712 -0.05 0.12 -0.11
H -1.7381 4.3925 -1.3234 -0.01 -0.02 0.01
H -0.3551 3.2849 -1.2622 0.04 -0.10 -0.14
H -1.1807 3.5745 -2.7792 -0.01 -0.01 -0.01
H -4.0245 2.7814 -2.7315 0.00 0.00 0.00
H -4.9538 0.4821 -1.6023 -0.01 -0.02 0.01
H -3.9662 -1.0859 2.9246 0.01 -0.02 0.00
H -2.2227 -0.2557 4.8604 0.01 0.00 0.00
H 0.7057 0.0452 4.4000 -0.02 0.00 0.00
H 1.0641 0.8930 2.8963 0.00 0.00 -0.03
H 0.1159 1.6894 4.1555 0.00 0.00 0.00
H -3.4835 -3.2384 -1.2379 0.00 0.01 0.03
H -1.3025 -4.0360 -2.6895 0.01 0.00 0.00
H 1.3948 -3.2388 -2.3393 -0.02 0.00 0.00
H 1.0430 -1.7020 -3.1445 0.00 -0.01 -0.01
H 1.6755 -1.7030 -1.5095 0.00 0.01 0.03
H -5.7224 0.3550 0.4815 0.02 0.02 -0.02
H -7.5781 -1.4276 1.3543 0.00 -0.01 0.00
H -7.3992 -4.1862 1.6949 0.00 0.00 -0.01
H -5.9249 -4.9453 1.0767 0.00 0.01 0.00
H -5.9792 -4.3457 2.7294 -0.01 0.01 0.00
Se 2.8299 0.6505 -0.0799 -0.02 0.10 0.02
P 3.1746 -1.0844 1.1520 0.09 -0.08 0.00
Se 1.2199 -1.8733 1.4881 -0.12 -0.12 0.03
C 4.0416 -0.6741 2.6945 0.02 0.17 0.07
C 5.1259 0.2018 2.6530 0.00 -0.01 -0.01
C 5.7899 0.5462 3.8184 -0.02 -0.02 0.02
C 5.3669 0.0286 5.0368 0.02 0.01 -0.01
C 4.2839 -0.8348 5.0843 -0.02 -0.01 -0.02
C 3.6197 -1.1850 3.9155 0.03 -0.08 0.00
C 4.2625 -2.2731 0.3117 0.02 -0.03 -0.15
C 3.9333 -3.6218 0.2489 0.02 -0.02 0.07
C 4.7513 -4.5077 -0.4409 -0.01 0.02 0.03
C 5.8961 -4.0487 -1.0725 0.02 0.02 -0.01
C 6.2289 -2.7008 -1.0138 0.00 -0.02 0.01
C 5.4129 -1.8155 -0.3301 0.00 0.01 0.03
H 5.4378 0.6332 1.7094 -0.02 0.01 -0.01
H 6.6312 1.2259 3.7787 -0.01 0.00 0.00
H 5.8800 0.3052 5.9490 0.00 0.00 0.00
H 3.9479 -1.2337 6.0329 0.00 -0.01 0.00
H 2.7675 -1.8531 3.9492 -0.02 0.02 -0.01
H 3.0295 -3.9755 0.7295 -0.02 0.01 -0.02
H 4.4861 -5.5559 -0.4901 -0.01 0.00 0.00
H 6.5248 -4.7370 -1.6227 0.01 0.00 0.02
H 7.1187 -2.3383 -1.5118 -0.01 0.01 -0.01
H 5.6591 -0.7606 -0.3184 -0.02 0.01 -0.01
Br 0.2912 0.9079 -8.7047 0.00 0.00 -0.01
C 0.5245 1.0829 -6.8305 0.01 0.00 0.01
C -0.2650 0.3302 -5.9770 0.01 0.01 0.01
C -0.0913 0.4674 -4.6077 -0.03 0.00 0.03
C 0.8597 1.3465 -4.1008 0.01 0.04 -0.04
C 1.6381 2.0927 -4.9761 0.02 0.00 -0.03
C 1.4781 1.9645 -6.3472 0.01 0.00 0.02
C 1.0418 1.5248 -2.6144 -0.17 -0.14 0.01
O 1.8006 2.3848 -2.1827 -0.06 0.07 0.07
O 0.3130 0.7231 -1.9114 0.25 0.28 -0.25
H -1.0037 -0.3501 -6.3775 -0.01 0.00 0.00
H -0.7014 -0.1007 -3.9168 0.00 -0.01 -0.01
H 2.3703 2.7738 -4.5629 0.00 0.00 0.00
H 2.0825 2.5408 -7.0338 0.00 0.00 0.00
O 0.3812 2.1529 0.9541 0.53 0.24 -0.07
N -0.2251 3.2911 1.1282 -0.33 -0.08 0.18
C 0.4403 4.4166 0.8118 -0.03 0.09 0.07
C -0.1597 5.6432 0.9922 0.10 -0.01 0.00
C -1.4484 5.7138 1.4983 -0.02 -0.01 0.01
C -2.1077 4.5366 1.8155 -0.01 0.03 -0.02
C -1.4783 3.3265 1.6229 0.10 -0.03 0.00
H 1.4277 4.2472 0.4084 0.00 0.00 -0.03
H 0.3923 6.5323 0.7239 -0.01 0.01 0.01
H -1.9301 6.6705 1.6432 0.00 0.00 -0.01
H -3.1134 4.5388 2.2102 0.00 0.01 0.00
H -1.9008 2.3559 1.8316 -0.03 0.04 0.02
```
Forces are in eV/Å.

The gap between HOMO and LUMO (alpha / beta) comes out at 7.495 / 6.554 eV. As for the largest force on an atom: 0.59 eV/A. As for the lowest unoccupied orbital energy (alpha / beta): -0.0077 / -0.0476 hartree. As for the energy above the lowest of the compared OMol25 structures with the same formula, charge and spin: 161.9 kJ/mol. As for the spin multiplicity: 6. As for the total energy: -11273.1844 a.u. As for the HOMO energy (alpha / beta): -7.706 / -7.849 eV.

=====

Which value of energy above the lowest of the compared OMol25 structures with the same formula, charge and spin does entry 2 give? 161.9 kJ/mol

=====

The highest largest force on an atom belongs to which entry? C40H38GeI2IrN4SSi